Below is one molecule with the formula C5H10ClN at a distorted geometry, with properties calculated with ωB97M-V/def2-TZVPD.

Energy above the lowest of the compared OMol25 structures with the same formula, charge and spin = 1.4432 eV
SMILES = CCN1C[C@H]1CCl
2S+1 = 1
Highest occupied orbital energy = -0.337 Eh
Calculated total energy = -19358.2463 eV
Lowest unoccupied orbital energy = 1.01 eV

Last column: Löwdin charge in e.
Geometry (Å):
C -2.676 -1.102 0.123  -0.08
C -1.130 -0.833 0.064  -0.31
C -1.081 1.616 0.197  -0.08
C 0.232 1.190 -0.375  -0.33
C 1.381 0.721 0.497  -0.53
H -2.979 -2.156 0.333  0.07
H -3.157 -0.546 0.943  0.06
H -3.206 -0.877 -0.787  0.06
H -0.711 -0.802 1.077  0.10
H -0.585 -1.568 -0.548  0.10
H -1.609 2.448 -0.258  0.10
H -1.240 1.367 1.253  0.11
H 0.523 1.695 -1.254  0.12
H 1.083 0.647 1.584  0.09
H 2.208 1.439 0.487  0.07
N -0.984 0.378 -0.619  -0.11
Cl 2.130 -0.814 -0.090  0.54